Formula: C23H22I2MnN6O
Source: the Open Molecules 2025 dataset
Level of theory: ωB97M-V/def2-TZVPD

E_HOMO (spin up / spin down) = -7.2 / -6.8 eV
expectation value of S² = 0.776
calculated total energy = -3039.912697 Eh
orbital gap (spin up / spin down) = 0.256 / 0.242 hartree
maximum force = 1.19 eV Å⁻¹
energy relative to the best compared isomer or geometry (same formula, charge and spin) = 0.0 kcal per mole

Structure (ORCA input):
```
! RIJCOSX wB97M-V def2-TZVPD def2/J DEFGRID3
* xyz 0 2
Mn 0.4455 -1.0952 -0.0247
C -0.0542 2.1529 -2.7594
C 0.2909 0.8904 -2.0416
N -0.0621 0.6071 -0.8372
N -0.7852 1.4765 -0.0773
C -0.9600 0.9276 1.1255
O -0.5062 -0.2012 1.4864
C -1.7502 1.7165 2.1135
C -1.9643 1.1895 3.3820
C -2.7053 1.8997 4.3150
C -3.2329 3.1398 3.9843
C -3.0177 3.6704 2.7185
C -2.2791 2.9619 1.7846
C 1.1010 -0.1765 -2.6586
C 1.5860 -0.1030 -3.9558
C 2.3379 -1.1575 -4.4551
C 2.5834 -2.2511 -3.6450
C 2.0699 -2.2551 -2.3552
N 1.3474 -1.2492 -1.8698
H -0.6402 2.7856 -2.0989
H -0.6360 1.9454 -3.6608
H 0.8450 2.6933 -3.0659
H -1.5393 0.2245 3.6238
H -2.8686 1.4858 5.3017
H -3.8109 3.6938 4.7131
H -3.4270 4.6388 2.4608
H -2.1032 3.3599 0.7953
H 1.3705 0.7670 -4.5600
H 2.7233 -1.1216 -5.4657
H 3.1626 -3.0943 -3.9927
H 2.2282 -3.0828 -1.6743
I 1.1504 -3.3571 1.0785
C -2.4276 -2.6569 1.3923
C -2.3667 -2.3969 -0.0696
N -1.4079 -1.7983 -0.7511
C -1.8058 -1.7946 -2.0724
C -3.0160 -2.3916 -2.1908
N -3.3612 -2.7625 -0.9121
H -1.6456 -2.0963 1.8922
H -2.2730 -3.7160 1.6007
H -3.3979 -2.3530 1.7904
H -1.2002 -1.3597 -2.8467
H -3.6474 -2.5782 -3.0399
H -4.1962 -3.2490 -0.6388
I 4.3124 -0.4127 4.5051
C 3.7989 0.1565 2.5753
C 4.6287 0.9749 1.8286
C 4.2247 1.3262 0.5510
C 3.0257 0.8305 0.0709
N 2.2396 0.0261 0.7822
C 2.6111 -0.2976 2.0224
H 5.5638 1.3354 2.2356
H 4.8302 1.9766 -0.0646
H 2.6765 1.0894 -0.9202
H 1.9344 -0.9345 2.5744
*
```


Formula: C23H22I2MoN5O13S
Source: the Open Molecules 2025 dataset
Level of theory: ωB97M-V/def2-TZVPD

E_HOMO (spin up / spin down) = -12.1 / -12.3 eV
expectation value of S² = 2.013
calculated total energy = -3203.080850 Eh
orbital gap (spin up / spin down) = 0.278 / 0.284 hartree
maximum force = 0.90 eV Å⁻¹
energy relative to the best compared isomer or geometry (same formula, charge and spin) = 0.0 kcal per mole

Structure (ORCA input):
```
! RIJCOSX wB97M-V def2-TZVPD def2/J DEFGRID3
* xyz 1 3
Mo -0.0253 0.5068 1.3172
O 1.9038 -3.9867 -2.4226
C 1.5402 -2.9860 -1.6202
C 2.4573 -2.2333 -0.8748
C 1.9600 -1.2247 -0.0892
N 0.6612 -0.9641 -0.0317
C -0.2199 -1.6606 -0.7420
C 0.1711 -2.6933 -1.5512
C -1.6158 -1.1372 -0.5327
O -2.5990 -1.5594 -1.0595
O -1.5888 -0.1402 0.3630
C 2.7474 -0.2856 0.7882
O 3.9286 -0.3100 0.9260
O 1.9116 0.5967 1.3624
H 2.8593 -4.1270 -2.4101
H 3.5237 -2.4182 -0.9008
H -0.5516 -3.2548 -2.1263
I -0.5801 2.4099 3.3449
C -1.4530 4.1379 2.4261
I -0.1660 5.3185 1.2365
H -1.7762 4.7491 3.2613
H -2.3094 3.8276 1.8408
C -0.2594 -1.1051 -5.7630
C -1.2183 0.0421 -5.4657
S -0.5398 1.0567 -4.1798
O -0.5698 0.2987 -2.9437
O 0.7132 1.6194 -4.6129
C -1.7055 2.4081 -4.0129
C -1.1059 3.5883 -3.2326
N -0.3435 3.1882 -2.0394
C -0.8648 2.5306 -0.9884
N 0.1072 2.0519 -0.2093
C 1.3013 2.4336 -0.7743
C 1.0299 3.1172 -1.9024
N 1.9980 3.7508 -2.7634
O 1.6048 4.6095 -3.5287
O 3.1381 3.3738 -2.6366
C -2.3269 2.3964 -0.7671
H -0.6801 -1.7281 -6.5499
H -0.1098 -1.7243 -4.8791
H 0.7048 -0.7269 -6.0973
H -2.1834 -0.3101 -5.0982
H -1.3669 0.6868 -6.3321
H -2.6048 1.9985 -3.5552
H -1.9476 2.7515 -5.0187
H -1.9025 4.2610 -2.9185
H -0.4232 4.1466 -3.8607
H 2.2585 2.2301 -0.3302
H -2.8482 3.2877 -1.1157
H -2.5363 2.2600 0.2903
H -2.7230 1.5199 -1.2806
O 0.4991 0.1816 4.4043
C 0.1590 -0.8865 3.9108
O -0.2328 -0.9869 2.6624
C 0.1444 -2.1468 4.6996
C -0.3506 -3.3323 4.1632
C -0.3658 -4.4894 4.9263
C 0.1179 -4.4708 6.2256
C 0.6065 -3.2804 6.7336
C 0.6289 -2.1132 6.0011
N 1.1223 -3.2555 8.1202
O 1.5494 -2.2000 8.5355
O 1.1000 -4.2973 8.7389
H -0.7305 -3.3379 3.1511
H -0.7568 -5.4084 4.5128
H 0.1214 -5.3546 6.8464
H 1.0124 -1.1995 6.4294
*
```


Formula: C23H22N8O2Re
Source: the Open Molecules 2025 dataset
Level of theory: ωB97M-V/def2-TZVPD

E_HOMO (spin up / spin down) = -14.3 / -14.3 eV
expectation value of S² = 0.966
calculated total energy = -1555.946318 Eh
orbital gap (spin up / spin down) = 0.236 / 0.217 hartree
maximum force = 0.67 eV Å⁻¹
energy relative to the best compared isomer or geometry (same formula, charge and spin) = 3.6 kcal per mole

Structure (ORCA input):
```
! RIJCOSX wB97M-V def2-TZVPD def2/J DEFGRID3
* xyz 2 2
Re -0.3527 0.7723 1.0182
O 2.6656 2.5236 -1.0110
C 1.9926 2.1142 -0.1146
N 0.5692 2.1715 -0.0333
C -0.1769 3.2142 -0.5221
C 0.2818 4.2656 -1.3410
C -0.6150 5.2276 -1.7218
C -1.9574 5.1697 -1.3019
C -2.4287 4.1578 -0.4859
C -1.5357 3.1745 -0.0785
N -1.7866 2.0851 0.7639
C -3.0412 1.8083 1.3443
O -3.9924 2.5323 1.3487
C -3.0793 0.4288 1.9628
C -4.2243 -0.0213 2.5768
C -4.2310 -1.3062 3.1071
C -3.0935 -2.0936 2.9991
C -1.9771 -1.5809 2.3686
N -1.9629 -0.3367 1.8581
C 2.5254 1.4437 1.1156
C 3.8573 1.4580 1.4474
C 4.2441 0.8535 2.6429
C 3.2817 0.2660 3.4427
C 1.9544 0.2853 3.0348
N 1.5856 0.8629 1.8917
H 1.3082 4.2952 -1.6709
H -0.2906 6.0412 -2.3554
H -2.6411 5.9464 -1.6174
H -3.4546 4.1444 -0.1575
H -5.0836 0.6328 2.6263
H -5.1166 -1.6885 3.5969
H -3.0659 -3.0975 3.3978
H -1.0671 -2.1549 2.2545
H 4.5633 1.9423 0.7866
H 5.2829 0.8533 2.9436
H 3.5402 -0.2045 4.3805
H 1.1706 -0.1666 3.6281
C 0.0872 -2.6657 -3.9296
C 1.0099 -3.6854 -3.2701
C 0.2277 -4.7290 -2.4804
C 2.0904 -3.0168 -2.4193
N 1.5280 -2.2821 -1.2695
C 1.0119 -1.0617 -1.2082
N 0.5885 -0.8777 0.0299
N 0.8546 -2.0178 0.7120
N 1.4167 -2.8551 -0.0651
H -0.5785 -3.1616 -4.6342
H 0.6435 -1.9062 -4.4833
H -0.5541 -2.1696 -3.1940
H 1.5739 -4.1952 -4.0563
H -0.3756 -4.2663 -1.6946
H 0.8858 -5.4626 -2.0142
H -0.4557 -5.2618 -3.1399
H 2.6672 -2.2960 -2.9979
H 2.7699 -3.7479 -1.9864
H 0.9600 -0.3609 -2.0247
*
```


> Look up the expectation value of S² of the third one.

0.966


> Which of these has the highest maximum force?

C23H22I2MnN6O